{
  "formula": "C4H8O2",
  "method": "ωB97M-V with the def2-TZVPD basis set",
  "charge": 0,
  "smiles": "C/C=C/C(O)O",
  "max_force_ev_per_a": 6.93,
  "molar_mass_g_mol": 88.11,
  "homo_lumo_gap_ev": 9.980,
  "species": ["C", "C", "C", "C", "O", "O", "H", "H", "H", "H", "H", "H", "H", "H"],
  "positions_angstrom": [[2.44882, -0.27675, -0.44363], [0.63935, 0.03645, -0.50291], [0.17640, 0.12763, 0.68451], [-1.66777, 0.08524, 0.61642], [-2.06760, -1.09964, 0.03265], [-2.27474, 1.18157, -0.00002], [2.77686, -0.05419, -1.45902], [2.92628, 0.39938, 0.26453], [2.62221, -1.32111, -0.18987], [0.23265, 0.02423, -1.50017], [0.56068, 0.05701, 1.68700], [-1.94860, 0.05856, 1.67386], [-2.84044, -0.99640, -0.54012], [-1.58410, 1.77802, -0.32323]],
  "lowdin_charge": [-0.041, -0.084, -0.028, -0.415, -0.014, -0.012, 0.027, 0.037, 0.038, 0.089, 0.086, 0.116, 0.106, 0.095]
}